C14H28FeN6O6 as an isolated structure in a non-equilibrium geometry, computed with ωB97M-V with the def2-TZVPD basis set.

```
55
Properties=species:S:1:pos:R:3
O -0.88 0.34 -3.17
H -1.03 0.48 -4.12
Fe -0.31 0.17 -0.02
N -0.66 1.84 0.62
N 0.90 1.02 -1.11
N -1.74 -0.56 0.88
N -0.43 -1.39 -0.97
O -1.66 2.28 1.35
O -2.40 0.00 1.92
O 0.40 -1.87 -1.97
O 1.67 0.51 -2.02
C 1.15 2.32 -0.75
C 0.31 2.76 0.30
C -2.08 -1.83 0.56
C -1.32 -2.32 -0.55
C 0.40 4.00 1.10
H 0.76 3.81 2.12
H -0.59 4.47 1.18
H 1.08 4.71 0.63
C 2.28 3.02 -1.39
H 2.10 3.18 -2.46
H 3.19 2.42 -1.29
H 2.46 3.99 -0.93
C -3.06 -2.59 1.38
C -1.42 -3.63 -1.21
H -3.60 -1.91 2.04
H -2.54 -3.34 2.00
H -3.77 -3.13 0.74
H -0.77 -3.64 -2.09
H -2.46 -3.83 -1.52
H -1.10 -4.44 -0.53
H -2.15 1.05 1.77
H 0.79 -1.04 -2.37
C -1.90 1.03 -2.42
H -1.47 1.93 -1.96
H -2.30 0.37 -1.64
H -2.71 1.36 -3.07
O -4.44 2.96 -0.41
H -4.82 2.09 -0.61
H -3.94 2.83 0.41
C 4.20 -2.45 -0.16
C 3.13 -1.75 0.58
C 2.88 -1.53 1.94
C 1.72 -0.75 2.02
N 1.25 -0.53 0.76
N 2.16 -1.13 -0.09
C 1.05 -0.22 3.22
H 5.13 -1.87 -0.13
H 4.39 -3.42 0.31
H 3.91 -2.61 -1.20
H 3.47 -1.90 2.76
H 2.11 -1.03 -1.10
H 0.47 -1.00 3.74
H 1.81 0.14 3.94
H 0.37 0.61 3.00
```

As for the multiplicity: 6. The frontier orbital gap (alpha / beta) is 4.91 / 5.48 eV. The HOMO energy (alpha / beta) is -9.35 / -11.40 eV. The charge is +1. Its energy is -70570.754 eV.

=====

C14H28IO5PPd as an isolated structure in a non-equilibrium geometry, computed with ωB97M-V with the def2-TZVPD basis set.

```
50
Properties=species:S:1:pos:R:3
Pd 1.15 0.44 0.83
O 4.27 -2.21 -0.29
C 3.57 -1.51 0.61
O 2.49 -1.82 1.03
C 4.31 -0.30 1.12
O 3.44 0.81 1.29
C 3.74 1.82 0.29
C 3.24 1.44 -1.09
O 3.71 2.06 -2.04
O 2.33 0.54 -1.11
H 3.73 -2.97 -0.55
H 4.73 -0.58 2.09
H 5.13 -0.06 0.44
H 3.25 2.73 0.61
H 4.82 2.00 0.27
I 0.34 3.49 1.19
C 0.83 1.74 2.29
H -0.01 1.56 2.95
H 1.77 1.91 2.81
C -2.52 -1.90 -1.52
C -1.32 -1.76 -0.57
C -0.07 -2.38 -1.21
P -0.98 -0.07 0.02
C -1.35 1.20 -1.25
C -0.58 0.91 -2.54
C -2.81 1.56 -1.53
C -2.18 0.19 1.41
C -1.68 -0.54 2.66
C -3.64 -0.22 1.18
H -2.71 -2.96 -1.68
H -2.31 -1.44 -2.49
H -3.43 -1.46 -1.12
H -1.53 -2.30 0.35
H 0.16 -1.91 -2.16
H -0.24 -3.44 -1.39
H 0.80 -2.27 -0.56
H -0.88 2.08 -0.80
H -1.04 0.10 -3.12
H 0.47 0.66 -2.35
H -0.58 1.80 -3.17
H -3.37 0.73 -1.96
H -2.83 2.38 -2.26
H -3.33 1.91 -0.64
H -2.12 1.27 1.59
H -1.79 -1.63 2.54
H -2.28 -0.25 3.53
H -0.64 -0.34 2.87
H -3.72 -1.30 1.03
H -4.11 0.28 0.34
H -4.22 0.01 2.07
```

The frontier orbital gap is 7.64 eV. The HOMO energy is -8.03 eV. The charge is 0. Its energy is -46078.876 eV.

=====

An isolated ion of composition C14H28N3O4S and charge +1 in a non-equilibrium geometry, computed with ωB97M-V with the def2-TZVPD basis set.

```
50
Properties=species:S:1:pos:R:3
C 0.94 3.54 0.48
C 0.71 3.70 -1.14
O 0.75 2.53 -1.73
C -0.63 1.95 -1.49
O -1.64 2.47 -0.78
N -0.64 0.63 -2.29
C 0.48 -0.09 -2.78
C 0.07 -1.74 -2.62
C -1.18 -1.92 -1.83
N -0.74 -1.50 -0.44
C -1.95 -0.66 0.47
C -1.26 -0.04 1.68
N -0.20 -1.05 2.00
S 1.46 -0.36 1.62
O 2.15 -1.86 1.65
O 1.21 0.08 0.41
C 1.86 0.77 2.82
C 1.97 -0.07 4.13
C -0.37 -2.38 1.92
C -0.64 -2.70 0.55
C -2.41 -1.30 -2.31
C -2.00 0.32 -2.69
H 1.29 4.64 0.81
H 1.87 2.67 0.57
H 0.11 3.10 1.12
H 1.57 4.03 -1.67
H -0.10 4.32 -1.24
H 1.27 0.32 -2.24
H 0.52 0.37 -3.88
H 0.07 -2.12 -3.61
H 1.15 -1.89 -2.29
H -1.33 -2.84 -1.98
H -0.12 -0.87 -0.30
H -2.72 -1.19 0.61
H -2.27 0.08 -0.24
H -0.66 0.82 1.25
H -2.22 0.10 2.50
H 1.23 1.57 2.80
H 2.78 0.88 2.45
H 2.47 0.72 4.89
H 0.94 -0.32 4.45
H 2.71 -0.71 4.16
H 0.21 -3.01 2.57
H -1.50 -2.67 2.43
H -1.10 -3.68 0.10
H 0.44 -3.04 0.01
H -2.71 -1.59 -3.35
H -3.37 -1.30 -1.57
H -2.75 1.10 -2.32
H -1.92 0.33 -3.83
```

The frontier orbital gap is 9.76 eV. The HOMO energy is -11.88 eV. The charge is +1. Its energy is -38446.721 eV.

=====

C14H28N4O7PS2 as an isolated structure in a non-equilibrium geometry, computed with ωB97M-V with the def2-TZVPD basis set.

```
56
Properties=species:S:1:pos:R:3
C 3.87 -1.72 -1.32
C 2.71 -1.53 -2.45
O 2.43 -2.84 -3.00
S 0.83 -3.00 -3.50
O 0.61 -2.25 -4.80
O 0.65 -4.47 -3.83
N -0.26 -2.46 -2.30
S -1.81 -3.19 -2.45
O -1.78 -4.44 -1.58
O -2.22 -3.54 -3.85
P -3.19 -1.79 -1.49
O -4.74 -2.53 -1.20
O -3.30 -0.34 -2.40
H 3.78 -0.83 -0.57
H 3.75 -2.73 -0.78
H 4.92 -1.65 -1.79
H 3.13 -0.77 -3.20
H 1.83 -1.03 -1.91
H -4.60 -3.10 -0.39
H -3.07 0.42 -1.80
C -0.67 2.02 -6.19
C -0.72 3.02 -5.04
C -0.25 2.43 -3.71
C -1.14 1.37 -3.22
N -1.84 0.53 -2.83
H -1.35 1.18 -6.02
H -0.97 2.51 -7.12
H 0.34 1.62 -6.32
H -1.74 3.40 -4.94
H -0.08 3.87 -5.29
H -0.20 3.22 -2.96
H 0.77 2.03 -3.82
C -0.68 0.44 2.85
C -2.01 -0.24 3.14
C -2.12 -1.64 2.52
C -2.13 -1.59 1.06
N -2.13 -1.55 -0.13
H -0.55 0.62 1.78
H -0.64 1.40 3.36
H 0.16 -0.17 3.20
H -2.83 0.39 2.78
H -2.13 -0.34 4.22
H -3.06 -2.11 2.87
H -1.30 -2.27 2.87
C 1.96 0.57 6.22
C 2.48 1.96 6.57
C 1.64 3.09 5.97
C 1.71 3.11 4.51
N 1.76 3.13 3.36
H 2.01 0.39 5.14
H 2.56 -0.19 6.72
H 0.92 0.45 6.54
H 3.52 2.05 6.25
H 2.47 2.07 7.66
H 2.00 4.04 6.36
H 0.60 2.99 6.29
```

The frontier orbital gap is 4.02 eV. The HOMO energy is -2.11 eV. The charge is -1. Its energy is -66214.680 eV.